Arrangement 1

Computed, not measured: the molecule C6H8, with ωB97M-V/def2-TZVPD.

The geometry in XYZ format:
```
14
Properties=species:S:1:pos:R:3
C 0.684 -1.002 -1.258
C -0.486 -0.886 -0.287
C -0.314 -0.448 1.182
C 0.039 1.013 1.039
C 0.249 1.332 -0.323
C -0.134 0.242 -1.203
H 1.690 -0.987 -0.829
H 0.575 -1.695 -2.091
H -1.364 -1.487 -0.525
H 0.492 -0.937 1.751
H -1.238 -0.630 1.747
H -0.012 1.762 1.828
H 0.739 2.253 -0.639
H -0.919 1.471 -0.391
```

Properties
Frontier orbital gap (spin up / spin down) (eV): 6.9 / 8.8
HOMO level (spin up / spin down) (Ha): -0.2503 / -0.2887
Spin multiplicity: 1

natural (NBO) atomic charge list, values in e, 5 entries: atom 1 (C): -0.426, atom 2 (C): -0.275, atom 3 (C): -0.465, atom 4 (C): -0.134, atom 5 (C): -0.499

***

Arrangement 2

Computed, not measured: the molecule C6H8, with ωB97M-V/def2-TZVPD.

The geometry in XYZ format:
```
14
Properties=species:S:1:pos:R:3
C -1.496 1.703 -0.306
C -0.262 1.200 -0.195
C 0.854 1.058 0.726
C 0.220 -0.194 0.127
C 1.030 -1.388 -0.346
C -0.440 -1.527 -0.102
H -1.868 2.730 -0.319
H 1.843 1.131 0.284
H 0.746 1.403 1.744
H -2.263 0.944 -0.318
H 1.640 -1.881 0.429
H 1.494 -1.442 -1.323
H -1.009 -1.486 -1.036
H -0.843 -2.234 0.616
```

Properties
SMILES string: C=C1CC12CC2
Frontier orbital gap (eV): 9.2
HOMO level (Ha): -0.3005
Spin multiplicity: 1

natural (NBO) atomic charge list, values in e, 5 entries: atom 1 (C): -0.433, atom 2 (C): 0.038, atom 3 (C): -0.375, atom 4 (C): -0.142, atom 5 (C): -0.386

***

Relative calculated energies, zero for the most stable structure, unit eV: arrangement 1 1.277; arrangement 2 0.000.

***

Arrangement 1

Computed, not measured: a cluster of 3 separate species, C3H11NO3 in total, with ωB97M-V/def2-TZVPD.

The geometry in XYZ format:
```
18
Properties=species:S:1:pos:R:3
O 2.309 -1.653 1.264
C 1.504 -0.897 1.714
C 0.377 -0.239 0.830
C -0.064 1.185 1.240
N 0.994 -0.209 -0.543
H 1.532 -0.484 2.753
H -0.465 -0.915 0.676
H -0.439 1.687 0.343
H 0.752 1.770 1.751
H -0.896 1.123 1.920
H 1.936 0.087 -0.335
H 0.896 -0.940 -1.226
H -2.614 -1.522 -1.060
H -1.812 -0.709 -2.075
O -2.207 -1.582 -1.928
H -0.676 1.864 -1.920
H -0.136 0.477 -1.568
O -0.991 0.958 -1.838
```

Properties
SMILES string: C[C@@H](N)C=O.O.O
Frontier orbital gap (eV): 10.4
HOMO level (Ha): -0.3646
Spin multiplicity: 1

natural (NBO) atomic charge list, values in e, 5 entries: atom 1 (O): -0.497, atom 2 (C): 0.435, atom 3 (C): -0.161, atom 4 (C): -0.636, atom 5 (N): -0.869

***

Arrangement 2

Computed, not measured: a cluster of 3 separate species, C3H11NO3 in total, with ωB97M-V/def2-TZVPD.

The geometry in XYZ format:
```
18
Properties=species:S:1:pos:R:3
C 1.623 -0.467 -1.113
C 1.497 0.646 -0.053
N 1.400 0.323 1.285
C 1.305 -1.039 1.809
O 1.287 1.779 -0.432
H 0.632 -0.691 -1.483
H 2.279 -0.006 -1.849
H 2.240 -1.292 -0.759
H 1.771 1.059 1.842
H 2.232 -1.605 1.647
H 0.516 -1.537 1.261
H 1.222 -0.946 2.886
H -3.315 -1.189 -1.187
H -4.508 -1.992 -0.884
O -4.224 -1.073 -0.851
H -2.378 0.874 -0.497
H -0.963 1.087 -0.019
O -1.530 0.422 -0.440
```

Properties
SMILES string: CNC(C)=O.O.O
Frontier orbital gap (eV): 10.4
HOMO level (Ha): -0.3559
Spin multiplicity: 1

natural (NBO) atomic charge list, values in e, 5 entries: atom 1 (C): -0.734, atom 2 (C): 0.688, atom 3 (N): -0.639, atom 4 (C): -0.413, atom 5 (O): -0.624

***

Relative calculated energies, zero for the most stable structure, unit eV: arrangement 1 0.926; arrangement 2 0.000.

***

Arrangement 1

Computed, not measured: a cluster of 3 separate species, C3H11NO3 in total, with ωB97M-V/def2-TZVPD.

The geometry in XYZ format:
```
18
Properties=species:S:1:pos:R:3
C 1.613 -0.607 -1.051
N 0.606 -0.232 -0.234
C 0.576 -0.895 1.208
C -0.602 -1.702 1.738
O 1.701 -0.048 -2.138
H 2.409 -1.337 -0.810
H -0.049 0.463 -0.354
H 0.660 0.035 1.703
H 1.477 -1.540 1.323
H -1.341 -1.829 0.941
H -1.069 -1.064 2.479
H -0.404 -2.758 2.079
H -0.941 2.774 -0.677
H -0.292 2.207 0.542
O -0.207 2.922 -0.104
H -1.792 1.459 -2.770
H -0.783 0.811 -1.978
O -1.560 1.341 -1.896
```

Properties
SMILES string: CCNC=O.O.O
Frontier orbital gap (eV): 10.5
HOMO level (Ha): -0.3632
Spin multiplicity: 1

natural (NBO) atomic charge list, values in e, 5 entries: atom 1 (C): 0.504, atom 2 (N): -0.620, atom 3 (C): -0.220, atom 4 (C): -0.648, atom 5 (O): -0.632

***

Arrangement 2

Computed, not measured: a cluster of 3 separate species, C3H11NO3 in total, with ωB97M-V/def2-TZVPD.

The geometry in XYZ format:
```
18
Properties=species:S:1:pos:R:3
C -0.420 -0.658 1.294
N -0.516 -0.996 -0.006
C -1.199 -0.129 -0.940
C 0.133 -2.254 -0.393
O -0.746 0.404 1.799
H -0.217 -1.553 1.905
H -0.514 0.621 -1.362
H -1.607 -0.663 -1.790
H -1.907 0.481 -0.383
H 0.280 -2.424 -1.449
H 1.123 -2.288 0.066
H -0.395 -3.069 0.115
H 2.425 0.858 -0.389
H 1.263 1.813 -0.600
O 1.880 1.247 -1.090
H -0.127 3.549 0.835
H -0.016 2.164 1.346
O 0.562 2.898 1.042
```

Properties
SMILES string: CN(C)C=O.O.O
Frontier orbital gap (eV): 10.3
HOMO level (Ha): -0.3519
Spin multiplicity: 1

natural (NBO) atomic charge list, values in e, 5 entries: atom 1 (C): 0.543, atom 2 (N): -0.421, atom 3 (C): -0.428, atom 4 (C): -0.415, atom 5 (O): -0.662

***

Relative calculated energies, zero for the most stable structure, unit eV: arrangement 1 1.065; arrangement 2 0.000.

***

Arrangement 1

Computed, not measured: a cluster of 3 separate species, C3H11NO3 in total, with ωB97M-V/def2-TZVPD.

The geometry in XYZ format:
```
18
Properties=species:S:1:pos:R:3
C -1.259 -0.822 -1.250
N -0.007 -0.196 -0.844
C 0.389 -0.567 0.494
C 1.215 0.653 1.111
O 0.412 1.721 1.516
H -1.398 -1.897 -1.043
H -1.976 -0.195 -0.773
H -1.318 -0.697 -2.342
H 0.670 -0.418 -1.546
H 0.820 -1.562 0.466
H -0.495 -0.642 1.098
H 1.811 0.280 1.993
H 1.975 0.977 0.318
H 2.105 -2.589 -1.867
O 1.352 -2.005 -1.590
H -2.381 2.128 1.103
H -0.934 1.654 1.077
O -1.876 1.378 0.736
```

Properties
Frontier orbital gap (eV): 4.6
HOMO level (Ha): -0.3378
Spin multiplicity: 1

natural (NBO) atomic charge list, values in e, 5 entries: atom 1 (C): -0.462, atom 2 (N): -0.221, atom 3 (C): -0.267, atom 4 (C): -0.065, atom 5 (O): -0.548

***

Arrangement 2

Computed, not measured: a cluster of 3 separate species, C3H11NO3 in total, with ωB97M-V/def2-TZVPD.

The geometry in XYZ format:
```
18
Properties=species:S:1:pos:R:3
C 1.509 0.770 -1.339
C 0.004 0.819 -1.054
N -0.558 -0.389 -0.769
C -0.181 -1.651 -1.404
O -0.594 1.860 -0.785
H 1.929 1.720 -1.006
H 2.049 -0.004 -0.806
H 1.646 0.747 -2.423
H -1.302 -0.307 -0.087
H -0.927 -1.887 -2.168
H -0.266 -2.439 -0.654
H 0.809 -1.584 -1.827
H -0.075 -0.233 2.657
H 0.548 -1.022 3.673
O 0.381 -0.090 3.491
H -1.102 1.481 1.060
H -2.391 1.260 1.674
O -1.480 0.949 1.767
```

Properties
SMILES string: CNC(C)=O.O.O
Frontier orbital gap (eV): 10.4
HOMO level (Ha): -0.3605
Spin multiplicity: 1

natural (NBO) atomic charge list, values in e, 5 entries: atom 1 (C): -0.729, atom 2 (C): 0.692, atom 3 (N): -0.634, atom 4 (C): -0.410, atom 5 (O): -0.656

***

Arrangement 3

Computed, not measured: a cluster of 3 separate species, C3H11NO3 in total, with ωB97M-V/def2-TZVPD.

The geometry in XYZ format:
```
18
Properties=species:S:1:pos:R:3
C -0.878 0.098 0.403
N -0.099 0.131 1.557
C 0.263 1.513 2.000
C 0.557 -1.099 1.820
O -1.387 1.134 -0.058
H -1.122 -0.890 -0.021
H 0.453 2.033 1.090
H 1.131 1.415 2.699
H -0.704 1.889 2.541
H 1.177 -1.361 0.960
H -0.170 -1.861 1.981
H 1.288 -1.006 2.599
H -0.071 -1.198 -2.950
H 0.807 -2.447 -3.467
O -0.044 -2.173 -3.083
H -0.737 1.610 -3.285
H -0.370 1.086 -1.938
O -0.094 1.127 -2.850
```

Properties
SMILES string: CN(C)C=O.O.O
Frontier orbital gap (eV): 10.2
HOMO level (Ha): -0.3502
Spin multiplicity: 1

natural (NBO) atomic charge list, values in e, 5 entries: atom 1 (C): 0.508, atom 2 (N): -0.433, atom 3 (C): -0.411, atom 4 (C): -0.411, atom 5 (O): -0.652

***

Arrangement 4

Computed, not measured: a cluster of 2 separate species, C3H11NO3 in total, with ωB97M-V/def2-TZVPD.

The geometry in XYZ format:
```
18
Properties=species:S:1:pos:R:3
C 1.724 -0.095 -0.411
O 2.692 -0.934 0.298
C 0.456 0.276 0.350
C -0.486 1.048 -0.575
O -1.547 1.745 0.120
N -0.201 -1.024 0.692
H 2.204 0.826 -0.718
H 1.423 -0.648 -1.415
H 3.370 -0.319 0.645
H 0.667 0.831 1.251
H -0.908 0.328 -1.216
H 0.078 1.818 -1.197
H -1.494 1.415 1.100
H 0.035 -1.566 -0.212
H 0.405 -1.488 1.314
H -3.339 -0.143 -0.144
H -2.202 -1.095 0.365
O -2.876 -0.975 -0.248
```

Properties
SMILES string: NC(CO)CO.O
Frontier orbital gap (eV): 10.7
HOMO level (Ha): -0.3736
Spin multiplicity: 1

natural (NBO) atomic charge list, values in e, 5 entries: atom 1 (C): -0.078, atom 2 (O): -0.728, atom 3 (C): -0.123, atom 4 (C): -0.067, atom 5 (O): -0.720

***

Relative calculated energies, zero for the most stable structure, unit eV: arrangement 1 8.053; arrangement 2 0.000; arrangement 3 0.575; arrangement 4 1.263.